C7H14 | wB97M-V/def2-TZVPD

```
21
Properties=species:S:1:pos:R:3:lowdin_charge:R:1
C 1.79561 -0.88533 0.97350 -0.094
C 1.12224 -0.54907 -0.45805 -0.158
C 0.02063 0.53151 -0.50601 -0.449
C 0.51372 1.95282 -0.32112 -0.047
C -1.22851 0.38438 -1.37108 -0.065
C -1.32476 0.19669 0.11608 -0.294
C -1.63339 -1.16644 0.69793 -0.070
H 1.93464 -1.96851 1.06123 0.063
H 2.82109 -0.46975 1.15253 0.072
H 1.16244 -0.48022 1.75420 0.053
H 2.11497 -0.28196 -0.75631 0.079
H 0.72723 -1.45229 -0.95078 0.102
H 1.11331 2.27784 -1.18076 0.084
H 1.13885 2.01642 0.57558 0.079
H -0.31452 2.66332 -0.20067 0.082
H -1.67198 1.28355 -1.80732 0.104
H -1.34775 -0.49567 -2.00113 0.105
H -1.78823 1.01662 0.66564 0.132
H -1.26490 -1.25154 1.72646 0.073
H -1.17625 -1.97375 0.11638 0.074
H -2.71443 -1.34861 0.71373 0.076
```

Structure (SMILES): CC[C@@]1(C)C[C@H]1C
Gap between HOMO and LUMO (eV): 10.5
Energy relative to the best compared isomer or geometry (same formula, charge and spin) (kcal per mole): 35.6
Charge: 0
E_LUMO (eV): 1.13

---

C7H14 | wB97M-V/def2-TZVPD

```
21
Properties=species:S:1:pos:R:3:lowdin_charge:R:1
C 1.33960 1.25450 -0.34587 -0.246
C 0.20524 0.28022 -0.62228 -0.255
C 0.79995 -1.11324 -0.41878 -0.223
C 2.16852 -0.93941 0.21463 -0.194
C 1.97828 0.49421 0.78944 -0.255
C -3.88321 0.05920 0.14298 -0.055
C -2.55771 -0.07001 0.20841 -0.072
H 2.07470 1.34992 -1.20594 0.123
H 1.12124 2.27058 -0.00580 0.106
H -0.38698 0.27053 -1.64285 0.150
H -0.47624 0.37329 0.13118 -0.005
H 0.78446 -1.64342 -1.39118 0.113
H 0.21049 -1.64126 0.32910 0.101
H 2.89633 -0.74291 -0.66702 0.137
H 2.45831 -1.54824 1.10839 0.116
H 3.03407 1.01689 1.03325 0.146
H 1.09587 0.71837 1.55819 0.152
H -4.56490 0.32216 -0.64093 0.038
H -4.53725 -0.24235 0.97483 0.047
H -1.98600 0.05394 -0.60717 -0.035
H -2.02815 -0.35032 1.21483 0.112
```

Structure (SMILES): C1CCCC1.C=C
Gap between HOMO and LUMO (eV): 11.1
Energy relative to the best compared isomer or geometry (same formula, charge and spin) (kcal per mole): 78.8
Charge: 0
E_LUMO (eV): 1.01

---

C7H14 | wB97M-V/def2-TZVPD

```
21
Properties=species:S:1:pos:R:3:lowdin_charge:R:1
C -1.28720 1.36199 -0.58001 -0.074
C -1.29301 -0.44325 0.53025 -0.320
C -2.36865 -1.26773 0.07758 -0.104
C 0.12457 -0.90171 0.29033 -0.166
C 1.23438 0.07713 0.59854 -0.320
C 2.64870 -0.29684 0.25445 -0.124
C 1.95661 0.80261 -0.49926 -0.139
H -0.78989 1.25025 -1.54932 0.034
H -2.27018 1.83995 -0.70080 0.040
H -0.67328 1.96273 0.09288 0.032
H -1.46096 0.11265 1.45135 0.134
H -3.33198 -1.23333 0.57137 0.048
H -2.01315 0.03960 -0.43914 0.097
H -2.17293 -2.02617 -0.67283 0.053
H 0.21840 -1.78651 0.93756 0.133
H 0.21114 -1.27102 -0.73991 0.134
H 1.10447 0.62664 1.53071 0.140
H 3.43792 -0.03177 0.95187 0.097
H 2.80752 -1.24275 -0.25875 0.103
H 1.64928 0.59892 -1.52215 0.099
H 2.26825 1.82859 -0.32474 0.101
```

Gap between HOMO and LUMO (eV): 8.0
Energy relative to the best compared isomer or geometry (same formula, charge and spin) (kcal per mole): 135.0
Charge: 0
E_LUMO (eV): 1.14

---

C7H14 | wB97M-V/def2-TZVPD

```
21
Properties=species:S:1:pos:R:3:lowdin_charge:R:1
C 1.89640 0.94013 -0.10237 -0.081
C 0.81323 0.37383 -0.98137 -0.445
C 0.85366 -1.11323 -1.23033 -0.074
C -0.08114 1.15707 -1.58126 -0.008
C -0.90698 -0.02270 1.46615 -0.255
C -0.43992 -1.18657 1.90794 -0.029
C -2.12416 0.11945 0.60294 -0.111
H 1.65845 1.95469 0.23403 0.077
H 2.07465 0.31652 0.78104 0.070
H 2.83583 0.98372 -0.66588 0.082
H 1.54859 -1.33577 -2.04785 0.081
H 1.19363 -1.66048 -0.34465 0.066
H -0.13194 -1.50380 -1.50633 0.078
H -1.96081 0.83146 -0.20804 0.039
H -0.11476 2.23036 -1.40657 0.070
H -0.82926 0.74789 -2.25731 0.070
H -0.41608 0.90181 1.77420 0.100
H -0.88463 -2.12604 1.58329 0.062
H 0.38542 -1.25081 2.61170 0.055
H -2.96115 0.48530 1.20653 0.075
H -2.40904 -0.84282 0.16414 0.078
```

Structure (SMILES): C=C(C)C.C=CC
Gap between HOMO and LUMO (eV): 10.2
Energy relative to the best compared isomer or geometry (same formula, charge and spin) (kcal per mole): 36.7
Charge: 0
E_LUMO (eV): 1.07

---

C7H14 | wB97M-V/def2-TZVPD

```
21
Properties=species:S:1:pos:R:3:lowdin_charge:R:1
C 1.23143 0.30160 2.38460 -0.115
C 0.57260 -0.99024 1.88544 -0.260
C -0.07019 -0.87213 0.49602 -0.233
C -0.84958 0.40952 0.20905 -0.206
C -1.40176 0.40431 -1.24608 -0.212
C -0.41721 -0.00407 -2.28529 -0.217
C 0.36727 0.77585 -3.01344 0.004
H 2.00010 0.66224 1.68973 0.081
H 1.66444 0.12615 3.35500 0.067
H 0.56053 1.11722 2.31839 0.040
H 1.37817 -1.73218 1.94448 0.101
H -0.12871 -1.38382 2.61132 0.095
H 0.76732 -0.98519 -0.19886 0.106
H -0.71841 -1.73692 0.33241 0.112
H -0.16759 1.24922 0.32141 0.101
H -1.68647 0.46097 0.90665 0.117
H -1.84154 1.38897 -1.34415 0.105
H -2.22131 -0.31380 -1.26733 0.106
H -0.40044 -1.06350 -2.52534 0.100
H 0.43366 1.82230 -2.73504 0.060
H 0.92770 0.36348 -3.83895 0.051
```

Structure (SMILES): C=CCCCCC
Gap between HOMO and LUMO (eV): 10.7
Energy relative to the best compared isomer or geometry (same formula, charge and spin) (kcal per mole): 27.0
Charge: 0
E_LUMO (eV): 1.17

---

C7H14 | wB97M-V/def2-TZVPD

```
21
Properties=species:S:1:pos:R:3:lowdin_charge:R:1
C 1.48424 -0.01463 -3.01137 -0.082
C 0.38230 0.01795 -1.95965 -0.418
C -0.17572 -1.10501 -1.44603 0.017
C 0.03889 1.40741 -1.41140 -0.086
H 1.48359 0.91795 -3.65158 0.090
H 1.32594 -0.91456 -3.56325 0.054
H 2.46282 -0.04036 -2.49471 0.088
H -0.57480 -1.17022 -0.41052 0.039
H -0.17662 -2.03433 -2.09972 0.074
H -0.54836 1.42362 -0.45378 0.070
H -0.58475 1.91450 -2.15402 0.074
H 0.92424 2.07584 -1.28479 0.079
C -0.77084 0.83847 2.86093 -0.127
C -0.36494 -0.45068 2.21977 -0.265
C -0.78239 -1.65810 2.65734 -0.020
H -1.29420 1.55412 2.13461 0.085
H -1.46515 0.66414 3.66351 0.055
H 0.08743 1.38120 3.30168 0.080
H 0.40447 -0.41620 1.47326 0.069
H -0.10760 -2.55532 2.50306 0.071
H -1.74855 -1.83581 3.12666 0.052
```

Structure (SMILES): C=C(C)C.C=CC
Gap between HOMO and LUMO (eV): 9.9
Energy relative to the best compared isomer or geometry (same formula, charge and spin) (kcal per mole): 58.6
Charge: 0
E_LUMO (eV): 1.04

---

C7H14AgBN4O2 | wB97M-V/def2-TZVPD

```
29
Properties=species:S:1:pos:R:3:lowdin_charge:R:1
Ag -1.85604 3.12222 11.44809 0.754
C -0.18190 2.61763 8.62120 -0.127
O -0.47077 2.44587 9.99698 -0.297
H 0.69198 1.93056 8.40163 0.110
H 0.12461 3.63664 8.35338 0.085
H -1.06168 2.37188 8.08656 0.065
H 0.40163 2.24177 10.42405 -0.002
C 3.67330 0.09078 11.76084 -0.008
N 2.47131 0.35475 12.59398 -0.043
C 2.25873 -0.26369 13.80459 -0.040
C 1.04551 -0.22760 14.41085 0.013
C -0.00308 0.48965 13.70601 -0.357
N 0.22347 1.21000 12.61061 0.167
C 1.47030 1.20849 12.05502 -0.451
O 1.79967 1.90377 11.07752 0.017
N -1.24763 0.51205 14.18731 0.177
H 4.27365 -0.68947 12.22312 0.082
H 4.34303 0.91804 11.61382 0.084
H 3.32189 -0.31986 10.78796 0.109
H 3.13197 -0.78557 14.15888 0.126
H 0.89629 -0.67319 15.36957 0.104
H -1.31282 0.40667 15.19700 0.097
H -1.88869 1.11208 13.71091 0.046
B -2.57486 3.11703 16.11010 -0.408
C -2.66445 3.23291 14.51170 -0.247
N -2.65773 3.19926 13.36017 -0.042
H -2.15467 1.97612 16.29649 -0.017
H -3.68612 3.31393 16.60678 0.005
H -1.75313 3.97092 16.39468 0.002
```

Gap between HOMO and LUMO (eV): 9.7
Energy relative to the best compared isomer or geometry (same formula, charge and spin) (kcal per mole): 0.0
Charge: 0
E_LUMO (eV): 0.29

---

C7H14BN | wB97M-V/def2-TZVPD

```
23
Properties=species:S:1:pos:R:3:lowdin_charge:R:1
B 3.36076 0.79260 -0.33500 -0.322
C -1.58321 -0.26916 -0.56368 -0.127
C -3.04107 -0.21485 -0.06045 -0.332
C -0.62126 0.45974 -0.00389 0.019
C -3.42483 -0.25696 1.26102 0.058
C 3.03077 -1.71909 -0.60618 -0.001
C 4.06465 1.16108 1.16289 -0.046
C -4.11118 -0.15040 -1.10459 -0.087
N 2.99383 -0.47524 -0.46323 0.062
H 2.78589 1.63053 -0.91016 0.059
H -1.32446 -0.76284 -1.39935 0.049
H 0.43902 0.57984 -0.37113 0.051
H -0.81631 0.96299 0.95061 0.064
H -2.86607 -0.39281 2.10585 0.025
H -4.45663 -0.08055 1.40987 0.042
H 3.69088 -2.22573 -1.31451 0.080
H 2.46294 -2.41509 0.02257 0.082
H 3.08207 1.45636 1.67777 0.082
H 4.67378 1.94146 1.07372 -0.033
H 4.58506 0.38278 1.69153 0.036
H -4.18792 0.91578 -1.64846 0.135
H -5.00733 -0.50458 -0.71428 0.043
H -3.72939 -0.81587 -1.86093 0.062
```

Structure (SMILES): C=CC(=C)C.C=NBC
Gap between HOMO and LUMO (eV): 9.5
Energy relative to the best compared isomer or geometry (same formula, charge and spin) (kcal per mole): 50.0
Charge: 0
E_LUMO (eV): 0.69